# C23H39Cl2N4O4Sm

A structure of composition C23H39Cl2N4O4Sm at a distorted geometry (ωB97M-V/def2-TZVPD, OMol25).

Each line ends with the Mulliken spin population.
Positions of all 73 atoms, in Å:
O1 -2.06879 1.50233 -1.46057  -0.002
C1 -2.42871 0.51581 -2.15255  0.004
C2 -3.85019 0.04441 -1.87809  -0.004
C3 -4.26442 -0.25700 -0.59466  0.000
H1 -3.52235 -0.32033 0.21097  0.000
C4 -5.60070 -0.53974 -0.35246  0.000
H2 -5.91507 -0.79645 0.67252  0.000
C5 -6.53156 -0.48305 -1.39563  0.000
H3 -7.57990 -0.71716 -1.19761  0.000
C6 -6.10628 -0.17348 -2.69969  0.000
H4 -6.82186 -0.15036 -3.52487  0.000
C7 -4.76031 0.11880 -2.93175  0.000
H5 -4.39646 0.35393 -3.93137  0.000
H6 -2.30967 0.73349 -3.24593  0.000
C8 -0.39788 -0.85152 -3.60339  0.000
C9 -1.26547 -1.12138 -2.36115  -0.008
H7 -0.95410 -1.20681 -4.49895  0.000
H8 0.59114 -1.35850 -3.58367  0.000
H9 -0.20283 0.22287 -3.76415  0.000
C10 -2.03417 -2.25345 -2.27831  -0.008
C11 -1.86297 -3.47051 -3.11529  0.001
H10 -2.92239 -2.33390 -1.60366  -0.002
H11 -2.79868 -3.68875 -3.65484  0.000
H12 -1.68754 -4.35854 -2.48906  0.000
H13 -1.04233 -3.42023 -3.85572  0.000
Sm1 0.15135 -1.30829 -0.45237  5.053
Cl1 -1.57541 -2.22910 1.30042  -0.012
Cl2 1.21071 -3.39626 -1.61361  -0.012
C12 1.97803 -2.91551 1.42163  -0.001
O2 1.92867 -1.76586 0.93681  0.000
N1 3.01522 -3.39137 2.06161  0.000
C13 4.28205 -2.65321 2.20891  0.000
C14 3.04776 -4.76504 2.54450  -0.001
H14 1.10321 -3.62437 1.31725  -0.002
H15 4.21610 -1.65375 1.77291  0.000
H16 5.07767 -3.23487 1.72981  0.000
H17 4.51404 -2.59313 3.28216  0.000
H18 2.03844 -5.17070 2.37860  0.000
H19 3.29459 -4.77769 3.61327  0.000
H20 3.79300 -5.34981 1.99234  0.000
H21 4.42019 1.86206 -2.55940  0.000
H22 2.99142 4.24958 -2.69415  0.000
C15 3.55067 1.50932 -3.12245  0.000
C16 2.19856 3.60459 -3.11174  0.000
N2 2.34870 2.21561 -2.66915  0.001
H23 3.39056 0.45001 -2.94216  0.000
C17 1.44539 1.60312 -1.90762  0.001
O3 1.53544 0.37183 -1.56086  -0.003
H24 1.22227 3.99068 -2.78755  0.000
H25 0.57513 2.19385 -1.59376  0.000
H26 3.71885 1.71402 -4.18281  0.000
H27 2.26861 3.68623 -4.20806  0.000
C18 -0.26738 3.43722 1.10258  0.001
N3 0.20448 2.83844 2.33057  0.000
C19 0.49089 3.77967 3.38027  0.000
C20 0.75677 3.15129 4.72018  0.000
C21 1.47006 1.85104 4.56238  0.000
N4 0.77543 1.00832 3.63432  0.000
C22 0.96631 -0.41004 3.79352  0.000
C23 0.36206 1.48251 2.41278  -0.001
O4 0.14403 0.72629 1.43610  -0.006
H28 -1.15391 4.05209 1.31970  0.000
H29 -0.53575 2.65951 0.39267  -0.001
H30 0.49211 4.10457 0.67434  0.000
H31 1.36539 4.38680 3.08352  0.000
H32 -0.33855 4.49086 3.44626  0.000
H33 -0.18149 2.98482 5.23587  0.000
H34 1.34760 3.83988 5.32916  0.000
H35 1.52673 1.31621 5.51100  0.000
H36 2.50944 2.01980 4.23676  0.000
H37 1.90591 -0.74731 3.32603  0.000
H38 1.01635 -0.62153 4.87189  0.000
H39 0.13577 -0.96290 3.33544  0.000

Lowest unoccupied orbital energy (alpha / beta) (Ha): 0.007 / 0.007
Multiplicity: 6
E_HOMO (alpha / beta) (eV): -6.739 / -6.762
⟨S²⟩: 8.762
Molecular weight (g mol⁻¹): 656.9

=====

# C23H39FI2NO7

A cluster of 3 separate species, C23H39FI2NO7 in total at a distorted geometry (ωB97M-V/def2-TZVPD, OMol25).

Each line ends with the Mulliken charge.
Positions of all 73 atoms, in Å:
C1 -5.52636 2.41094 -1.09004  -1.025
C2 -4.09625 2.54393 -1.82988  -0.446
C3 -3.06044 1.34782 -1.42691  -0.488
C4 -1.53603 1.92984 -1.28141  0.267
C5 -0.48968 1.24189 -2.27517  -1.238
C6 -1.15429 1.95243 0.26840  0.613
C7 -0.59098 3.46309 0.55829  -0.842
C8 -1.88864 4.30206 1.02691  -0.173
C9 -1.95027 4.66862 2.58885  -1.080
N1 0.66492 3.46596 1.39407  0.474
C10 1.58102 4.56760 0.85644  -0.349
C11 0.98993 6.03972 1.14359  -0.068
O1 0.93857 6.53536 2.30266  -0.429
I1 0.23594 7.28695 -0.50907  0.131
C12 1.33059 2.14241 1.02981  -0.353
C13 0.06999 1.11600 0.89321  -1.512
I2 -0.55615 1.02505 3.03486  0.174
C14 0.36369 -0.40220 0.47972  0.771
C15 0.93115 -1.34052 1.67420  -1.121
F1 1.47300 -0.34679 -0.48517  -0.407
H1 -6.25048 3.10294 -1.67030  0.331
H2 -5.39829 2.92594 -0.06150  0.212
H3 -5.91141 1.34339 -0.99529  0.307
H4 -4.22830 2.59198 -2.97854  0.431
H5 -3.68954 3.58579 -1.53739  0.190
H6 -3.05079 0.63016 -2.31417  0.313
H7 -3.41090 0.82886 -0.45436  0.293
H8 -1.62832 3.03424 -1.62401  0.241
H9 0.57510 1.63830 -2.16692  0.159
H10 -0.87424 1.38083 -3.35081  0.473
H11 -0.50886 0.11165 -2.06837  0.205
H12 -2.02766 1.67576 0.96487  0.458
H13 -0.24964 4.07066 -0.36661  0.133
H14 -2.81267 3.67781 0.72271  0.100
H15 -1.95211 5.26657 0.41106  0.201
H16 -1.47545 3.90449 3.28950  0.139
H17 -3.06760 4.74733 2.88010  0.386
H18 -1.49815 5.70434 2.76132  0.280
H19 0.62835 3.73005 2.39499  0.611
H20 2.53817 4.48688 1.49679  0.469
H21 1.90453 4.39354 -0.22156  0.523
H22 2.12521 1.77966 1.78670  0.356
H23 1.79489 2.15394 -0.01820  0.230
H24 -0.53873 -0.94168 0.02927  0.332
H25 1.74434 -0.82441 2.30041  0.342
H26 1.48533 -2.20786 1.12087  -0.134
H27 0.11379 -1.84067 2.28898  0.473
C16 6.10205 -2.70744 0.30456  -1.434
C17 5.21038 -3.91500 0.49567  0.471
C18 4.56399 -4.39451 -0.77051  -0.514
O2 3.36836 -5.00118 -0.29218  -0.291
C19 3.05737 -4.38065 0.87983  0.645
O3 2.01338 -4.51011 1.45800  -0.563
O4 4.08242 -3.59321 1.30698  -0.305
H28 6.53894 -2.40527 1.25993  0.360
H29 6.91158 -2.91991 -0.39709  0.382
H30 5.53034 -1.85003 -0.06192  0.298
H31 5.76581 -4.71865 0.99141  0.285
H32 5.17982 -5.12184 -1.30210  0.311
H33 4.29385 -3.58606 -1.45756  0.315
C20 -0.16235 -5.84538 0.09166  -1.053
C21 -1.33216 -5.47864 -0.79479  0.457
C22 -0.93241 -5.06145 -2.17879  -0.391
O5 -1.98962 -4.18355 -2.55134  -0.333
C23 -2.48832 -3.66058 -1.39564  0.661
O6 -3.25911 -2.74248 -1.34479  -0.578
O7 -1.99402 -4.31276 -0.30721  -0.329
H34 -0.51632 -6.13524 1.08451  0.375
H35 0.41139 -6.67435 -0.32934  0.399
H36 0.50016 -4.99325 0.23548  0.078
H37 -2.06029 -6.29718 -0.81803  0.254
H38 -0.87178 -5.90668 -2.86644  0.329
H39 0.01024 -4.50525 -2.21321  0.218

Net charge: +1
Lowest unoccupied orbital energy (Ha): -0.134
E_HOMO (eV): -12.470
ΔE to the lowest compared entry with this formula, charge and spin (kJ/mol): 357.3
Molecular weight (g mol⁻¹): 714.4

=====

# C23H39NO2

An isolated molecule of C23H39NO2 (ωB97M-V/def2-TZVPD, OMol25).

Each line ends with the natural charge from an NBO analysis.
Positions of all 65 atoms, in Å:
C1 -2.35922 -1.06354 -3.39035  -0.600
C2 -3.03363 -1.17897 -2.02836  -0.402
C3 -4.43251 -0.56864 -2.03608  -0.393
C4 -5.18853 -0.77431 -0.72184  -0.383
C5 -4.48164 -0.22538 0.51891  -0.413
C6 -4.25421 1.28332 0.46060  -0.400
C7 -3.61437 1.84127 1.73261  -0.382
C8 -2.17034 1.39312 1.96655  -0.402
C9 -1.20007 1.88876 0.89567  -0.383
C10 0.25317 1.63328 1.28743  -0.391
C11 1.22438 1.99584 0.16673  -0.389
C12 2.67390 1.72315 0.56210  -0.393
C13 3.62503 1.88045 -0.62228  -0.390
C14 5.09727 1.63255 -0.27842  -0.395
C15 5.42819 0.26700 0.32986  -0.418
C16 5.39234 -0.91922 -0.64718  -0.214
N1 4.09769 -1.21865 -1.21003  -0.610
C17 2.99524 -1.55900 -0.48257  0.307
C18 3.07383 -2.05911 0.82557  -0.336
C19 1.93245 -2.36498 1.52957  -0.118
C20 0.67240 -2.18668 0.95635  -0.260
C21 -0.56433 -2.43404 1.69792  0.794
O1 -1.68053 -2.22168 1.27910  -0.625
O2 -0.36827 -2.92068 2.94112  -0.692
C22 0.58958 -1.73733 -0.36487  -0.126
C23 1.72569 -1.43620 -1.07091  -0.304
H1 -2.94310 -1.57633 -4.15235  0.201
H2 -1.36520 -1.50629 -3.36759  0.200
H3 -2.26342 -0.01896 -3.68208  0.199
H4 -2.42331 -0.67098 -1.28126  0.197
H5 -3.09998 -2.22988 -1.73932  0.201
H6 -4.36074 0.49806 -2.25903  0.192
H7 -5.01437 -1.02715 -2.84095  0.197
H8 -5.34794 -1.84564 -0.57668  0.198
H9 -6.17188 -0.30329 -0.81175  0.194
H10 -5.10234 -0.45048 1.39072  0.197
H11 -3.53570 -0.74742 0.65201  0.223
H12 -3.62491 1.53415 -0.39261  0.192
H13 -5.21884 1.77801 0.31261  0.197
H14 -4.21781 1.53804 2.59224  0.196
H15 -3.63583 2.93396 1.68588  0.193
H16 -1.84639 1.77854 2.93750  0.195
H17 -2.12429 0.30476 2.01282  0.208
H18 -1.34947 2.95963 0.73380  0.190
H19 -1.40156 1.37680 -0.04640  0.191
H20 0.37499 0.57512 1.53173  0.200
H21 0.49705 2.21074 2.18269  0.192
H22 1.10431 3.04880 -0.09927  0.193
H23 0.97857 1.39945 -0.71526  0.194
H24 2.72850 0.70519 0.94980  0.199
H25 2.97175 2.40343 1.36325  0.195
H26 3.54009 2.90041 -1.00730  0.202
H27 3.30403 1.21216 -1.42173  0.182
H28 5.69753 1.77398 -1.18163  0.195
H29 5.40732 2.39591 0.43977  0.204
H30 4.75686 0.06944 1.16436  0.208
H31 6.44365 0.31269 0.73062  0.211
H32 5.76177 -1.80900 -0.12547  0.194
H33 6.06899 -0.72203 -1.48204  0.204
H34 3.89864 -0.77901 -2.09527  0.384
H35 4.03645 -2.20354 1.29003  0.217
H36 2.00424 -2.73312 2.54117  0.231
H37 -1.22767 -3.05110 3.36953  0.500
H38 -0.38650 -1.62266 -0.80924  0.240
H39 1.65298 -1.08271 -2.09055  0.209

Lowest unoccupied orbital energy (Ha): 0.028
E_HOMO (eV): -8.094
ΔE to the lowest compared entry with this formula, charge and spin (kJ/mol): 0.1
Molecular weight (g mol⁻¹): 361.6